# 1
78
Properties=species:S:1:pos:R:3:forces:R:3:mulliken_charge:R:1 method="wB97M-V/def2-TZVPD" lumo_ev=-6.8827 homo_ha=-0.3785 relative_energy_kj_mol=2216.6 orbital_gap_ev=3.42 charge=+1
Y -0.3126 -0.2991 -0.2582 0.5 -0.5 -0.5 1.7782
S 2.6285 -2.5424 -3.0472 4.6 -2.4 -4.9 1.1596
O 2.7856 -1.7488 -1.8815 1.8 2.6 4.4 -0.4205
O 3.2373 -1.9621 -4.2333 -0.1 0.9 0.4 -0.4939
O 3.0089 -3.9282 -3.0452 -0.2 -0.6 1.2 -0.4955
O 1.2239 -2.3744 -2.9959 -6.8 0.1 -0.3 -0.4197
C -3.6223 0.8842 4.3416 1.3 -1.0 0.6 0.0720
O -2.7437 0.7555 3.4805 -1.1 0.4 0.7 -0.6256
N -3.5377 1.6486 5.4666 2.1 -0.3 -2.3 0.0681
C -4.7357 2.0406 6.1496 1.1 0.9 1.1 -0.8936
C -2.3264 2.5188 5.5484 -1.0 0.6 0.7 -0.8783
H -4.4744 0.1955 4.4509 -0.3 0.2 -0.7 0.3203
H -5.1928 2.8619 5.5976 -0.7 -0.2 0.2 0.3376
H -4.2843 2.4403 7.0576 -0.8 0.3 0.4 0.2936
H -5.3678 1.2166 6.4807 -0.1 0.0 -0.6 0.3638
H -2.3119 3.3495 4.8429 -0.1 -0.4 -0.7 0.3270
H -2.4069 3.0790 6.4800 0.2 -0.4 0.4 0.3230
H -1.3758 1.9870 5.5075 -0.4 -0.2 -0.1 0.2820
C 2.7577 -2.5476 4.3888 -1.3 -1.3 -2.9 0.2736
O 2.1263 -2.6089 3.3231 -1.7 1.8 1.0 -0.7130
N 3.9108 -3.1201 4.3421 5.3 -2.6 3.2 0.0518
C 4.7015 -3.2155 5.6166 1.0 0.3 -0.7 -1.0171
C 4.7506 -3.5834 3.2140 -0.9 0.7 -0.3 -0.8778
H 2.5482 -2.2392 5.4247 -1.0 0.5 -0.4 0.2882
H 5.4517 -4.0059 5.5972 -0.5 -0.6 -0.5 0.2972
H 4.1698 -3.3792 6.5540 -0.5 0.4 -0.4 0.3519
H 5.3869 -2.3691 5.6609 -0.4 0.6 0.4 0.3861
H 4.1776 -3.7775 2.3074 -0.2 0.3 0.2 0.2944
H 5.4606 -2.7719 3.0541 0.2 -0.1 -0.4 0.3517
H 5.3144 -4.4942 3.4160 -0.3 0.1 0.5 0.2983
C 1.3953 3.5979 -4.5951 1.2 -0.8 1.5 0.1385
O 1.2656 2.8950 -3.5635 0.5 1.7 -1.8 -0.6509
N 2.4933 4.3681 -4.9400 0.7 -0.5 1.7 0.0787
C 2.7396 4.8704 -6.2736 -0.2 -0.1 0.1 -0.9188
C 3.7482 4.5077 -4.0494 -1.5 -1.0 -1.2 -0.9432
H 0.5828 3.6091 -5.3380 0.3 0.2 -0.1 0.2931
H 1.8032 5.0043 -6.8152 0.1 -0.2 -0.2 0.3248
H 3.4241 4.1634 -6.7424 -0.2 0.1 -0.6 0.3504
H 3.2578 5.8273 -6.2104 -0.2 0.1 0.0 0.3077
H 4.6748 4.5590 -4.6212 -0.4 0.4 -0.7 0.3641
H 3.6386 5.4334 -3.4845 0.1 -0.5 0.5 0.2928
H 3.9209 3.5501 -3.5582 -0.6 0.4 0.9 0.3430
C 4.0673 2.6286 2.1718 -2.7 3.4 0.3 0.2128
O 2.8186 2.4861 2.0552 3.3 -0.1 0.3 -0.6645
N 4.6570 3.9074 2.4725 -3.0 -1.6 -0.4 0.0923
C 6.0487 4.0353 2.5874 2.0 0.5 1.3 -0.9528
C 3.8608 5.2064 2.7620 0.7 -1.4 -1.7 -0.8791
H 4.8034 1.8244 2.0183 -0.1 0.2 0.1 0.2941
H 6.7063 3.2134 2.3041 -0.7 -0.4 -0.6 0.3136
H 6.2935 4.1362 3.6448 0.2 0.4 0.3 0.3530
H 6.4324 4.9271 2.0919 -0.1 0.0 -0.2 0.2896
H 4.1461 5.7916 3.6362 0.0 -1.0 0.6 0.3180
H 4.1184 5.9118 1.9719 0.0 -0.2 -0.4 0.3374
H 2.7938 5.0078 2.6614 0.2 -0.2 0.4 0.2768
C -2.8765 -5.6979 -0.5209 0.1 1.3 -0.4 0.1830
O -2.5088 -4.5111 -0.5863 -0.5 -1.7 0.4 -0.6620
N -3.6829 -6.3362 -1.3843 0.8 2.2 -1.0 0.0774
C -3.8125 -7.7595 -1.3162 -0.7 0.0 -1.5 -0.7945
C -4.3230 -5.5700 -2.5152 0.8 -1.2 0.2 -0.9443
H -2.6589 -6.4366 0.2661 0.7 0.6 0.4 0.2454
H -3.2654 -8.2399 -2.1274 0.1 0.0 -0.2 0.3076
H -4.8701 -7.8383 -1.5677 -0.2 -1.4 0.7 0.2918
H -3.4191 -8.2291 -0.4146 -0.6 0.4 0.3 0.2923
H -5.3911 -5.5283 -2.3017 0.1 0.6 -0.1 0.3154
H -3.7896 -4.6466 -2.7407 -0.4 0.3 1.0 0.3169
H -4.2022 -6.0466 -3.4880 0.0 -0.9 0.2 0.3371
C -5.2677 0.4714 -3.0464 -2.6 0.0 -2.9 -0.0123
O -4.2947 0.3473 -2.3870 3.1 -0.5 1.4 -0.5615
N -5.4207 0.1734 -4.4007 -1.8 0.6 2.9 0.0983
C -6.7595 0.4675 -4.9924 0.5 0.1 1.4 -0.9748
C -4.3391 -0.1681 -5.2231 0.6 1.2 -1.6 -0.9754
H -6.1819 0.8648 -2.5755 -0.3 0.0 -0.3 0.3411
H -6.8172 0.4952 -6.0805 0.4 -0.6 0.2 0.3601
H -7.0885 1.4554 -4.6701 0.1 0.1 0.0 0.3352
H -7.4190 -0.2507 -4.5052 -0.5 0.0 -0.8 0.3465
H -4.6588 -0.8472 -6.0135 0.3 -0.5 0.3 0.3164
H -4.1702 0.7723 -5.7478 0.9 0.0 -0.6 0.3993
H -3.4214 -0.4134 -4.6885 -0.4 -0.4 0.0 0.3057


# 2
19
Properties=species:S:1:pos:R:3:forces:R:3:mulliken_charge:R:1 method="wB97M-V/def2-TZVPD" lumo_ev="-1.1937 / -1.1937" homo_ha="-0.3226 / -0.3225" orbital_gap_ev="7.58 / 7.58"
C 1.7084 -0.5288 1.4690 -0.3 0.4 -0.3 0.2443
C 2.5116 0.6258 1.7292 2.3 0.3 1.0 -0.4359
C -1.2296 0.7497 -2.0372 1.7 0.7 1.5 -0.6916
C -0.6179 1.9405 -1.8104 2.2 -1.1 4.6 -0.4764
C -1.1095 -0.2984 -1.1379 -1.3 0.6 -0.7 -0.5887
C 0.2391 2.0644 -0.6133 -1.4 0.4 -2.5 -0.5697
C -0.5387 -0.2018 0.0913 0.3 -0.9 -0.2 0.5132
C 0.2917 0.9684 0.2185 0.1 0.4 0.0 0.6057
C 1.3870 -1.9098 1.3905 2.9 -0.7 1.0 -0.2129
C 0.1775 -2.6151 0.9850 1.9 3.1 0.7 -0.5320
C -0.7706 -1.4095 1.0468 -1.5 0.2 0.2 -1.1310
N 1.4123 0.8404 1.0334 -2.4 -4.8 0.7 0.2805
H -1.7341 0.5681 -2.9044 -1.4 -0.3 -2.2 0.4816
H -0.6239 2.7576 -2.3977 -0.4 2.4 -2.3 0.4955
H -1.6483 -1.1249 -1.5116 -0.4 -1.4 0.5 0.4211
H 0.8793 2.9833 -0.4971 -0.7 -1.4 0.1 0.3601
H 2.3022 -2.5377 1.8555 -2.0 1.4 -1.2 0.2442
H -0.8544 -1.0666 2.0689 0.7 0.3 0.6 0.5142
H -1.7821 -1.8057 1.0216 -0.5 0.4 -1.3 0.4778


| no. | F_max (eV/Å) | electronic energy (a.u.) |
| --- | --- | --- |
| 1 | 7.17 | -2227.79705 |
| 2 | 5.43 | -477.76732 |